Density functional theory data (the ωB97M-V functional and the def2-TZVPD basis) for a molecular structure, C41H41N6O8PS2Sc.

Values from the calculation:
orbital gap = 7.174 eV
energy = -120163.01575 eV
energy relative to the best compared isomer or geometry (same formula, charge and spin) = 0.207 eV
total charge = +1
largest force on an atom = 0.0026 hartree/bohr
HOMO = -0.359 Ha

Last column: Löwdin charge in e.
Geometry (Å):
Sc: 0.146 0.531 0.633  0.95
N: 0.265 8.399 1.211  0.11
C: 0.150 7.114 1.694  -0.31
C: -0.701 6.194 1.065  -0.02
C: -0.854 4.925 1.577  -0.06
C: -0.161 4.553 2.724  -0.30
C: 0.690 5.449 3.355  -0.05
C: 0.840 6.723 2.846  -0.02
S: -0.325 2.932 3.350  0.64
O: -1.721 2.537 3.220  -0.32
O: 0.259 2.862 4.654  -0.27
N: 0.444 1.952 2.301  -0.15
C: 1.811 1.932 2.253  -0.45
N: 2.217 0.959 1.416  0.04
C: 3.517 0.784 1.230  -0.09
C: 4.435 1.566 1.900  -0.03
C: 3.916 2.563 2.717  -0.08
N: 2.617 2.768 2.898  0.17
H: -0.009 8.563 0.258  0.09
H: 1.057 8.939 1.515  0.10
H: -1.245 6.492 0.177  0.11
H: -1.517 4.219 1.093  0.11
H: 1.228 5.135 4.239  0.11
H: 1.496 7.429 3.341  0.11
H: 3.811 0.012 0.529  0.12
H: 5.498 1.434 1.770  0.11
H: 4.579 3.240 3.245  0.12
O: -1.807 -0.058 2.859  -0.07
N: -1.998 0.334 1.517  -0.09
C: -3.217 0.607 1.284  -0.05
C: -3.821 1.018 0.009  -0.18
C: -5.057 1.652 0.137  -0.02
C: -5.773 2.050 -0.979  -0.05
C: -5.273 1.772 -2.239  -0.05
C: -4.054 1.123 -2.376  -0.08
C: -3.300 0.756 -1.267  -0.27
P: -1.722 -0.162 -1.447  1.12
C: -2.344 -1.869 -1.616  -0.34
C: -2.156 -2.748 -0.552  -0.10
C: -2.664 -4.040 -0.614  -0.07
C: -3.354 -4.461 -1.739  -0.07
C: -3.545 -3.588 -2.804  -0.06
C: -3.047 -2.297 -2.742  -0.08
C: -1.122 0.289 -3.102  -0.39
C: -1.170 1.613 -3.541  -0.13
C: -0.557 1.981 -4.728  -0.07
C: 0.133 1.038 -5.477  -0.07
C: 0.203 -0.276 -5.038  -0.06
C: -0.424 -0.651 -3.859  -0.09
H: -1.780 0.819 3.317  0.05
H: -3.897 0.543 2.131  0.15
H: -5.456 1.836 1.127  0.12
H: -6.723 2.554 -0.862  0.11
H: -5.832 2.053 -3.122  0.11
H: -3.684 0.904 -3.369  0.10
H: -1.604 -2.417 0.320  0.07
H: -2.519 -4.719 0.217  0.10
H: -3.747 -5.468 -1.791  0.11
H: -4.084 -3.915 -3.683  0.11
H: -3.198 -1.622 -3.576  0.11
H: -1.673 2.366 -2.947  0.11
H: -0.606 3.009 -5.060  0.11
H: 0.619 1.328 -6.399  0.11
H: 0.745 -1.015 -5.613  0.11
H: -0.358 -1.679 -3.526  0.10
O: 1.288 -1.189 3.353  0.08
C: 0.605 -1.784 2.525  -0.57
O: 0.278 -1.417 1.354  -0.10
C: 0.074 -3.174 2.923  -0.15
N: 0.655 -3.416 4.294  0.09
C: 1.661 -4.533 4.193  -0.09
C: 1.982 -4.592 2.706  -0.13
C: 0.633 -4.295 2.052  -0.11
H: -1.013 -3.134 2.975  0.17
H: -0.050 -3.584 5.005  0.18
H: 1.120 -2.486 4.467  0.15
H: 1.179 -5.447 4.534  0.13
H: 2.507 -4.309 4.838  0.13
H: 2.393 -5.559 2.425  0.13
H: 2.711 -3.823 2.444  0.13
H: -0.016 -5.172 2.089  0.13
H: 0.718 -3.970 1.016  0.11
C: 4.092 -4.661 -3.163  -0.05
C: 3.389 -3.446 -2.622  -0.28
C: 2.133 -3.541 -2.028  -0.03
C: 1.490 -2.423 -1.519  -0.03
C: 2.105 -1.181 -1.591  -0.33
C: 3.360 -1.058 -2.174  -0.01
C: 3.981 -2.189 -2.687  -0.03
S: 1.555 1.609 -1.806  0.90
O: 1.435 -0.094 -1.085  -0.39
O: 2.868 2.068 -1.440  -0.37
O: 0.510 2.053 -0.799  -0.52
H: 3.390 -5.475 -3.346  0.08
H: 4.845 -5.024 -2.461  0.08
H: 4.601 -4.437 -4.100  0.08
H: 1.639 -4.505 -1.978  0.11
H: 0.505 -2.501 -1.075  0.09
H: 3.843 -0.092 -2.229  0.11
H: 4.955 -2.084 -3.150  0.12


Density functional theory data (the ωB97M-V functional and the def2-TZVPD basis) for 2 unconnected molecules or ions with the total composition C2H7O.

Values from the calculation:
orbital gap = 5.259 eV
energy = -4234.06672 eV
energy relative to the best compared isomer or geometry (same formula, charge and spin) = 0.232 eV
total charge = -1
largest force on an atom = 0.0114 hartree/bohr
HOMO = -0.066 Ha

Last column: Löwdin charge in e.
Geometry (Å):
O: -2.856 -3.489 1.447  -0.74
H: -2.930 -3.045 0.593  -0.26
C: 1.070 1.444 0.026  -0.18
C: 0.383 0.183 -0.496  -0.17
H: 1.603 1.914 -0.802  0.05
H: 1.779 1.234 0.826  0.05
H: 0.336 2.151 0.413  0.06
H: -0.269 -0.296 0.224  0.07
H: -0.208 0.460 -1.375  0.06
H: 1.091 -0.556 -0.856  0.06


Density functional theory data (the ωB97M-V functional and the def2-TZVPD basis) for 2 unconnected molecules or ions with the total composition C2H3IO2.

Values from the calculation:
orbital gap = 9.971 eV
energy = -14316.24078 eV
energy relative to the best compared isomer or geometry (same formula, charge and spin) = 2.361 eV
largest force on an atom = 0.0601 hartree/bohr
HOMO = -0.362 Ha

Last column: Löwdin charge in e.
Geometry (Å):
O: -2.398 2.356 -0.259  -0.01
C: -2.483 1.412 0.451  -0.72
I: -3.745 -0.242 -0.038  0.77
H: -2.064 1.099 1.428  0.05
C: -0.587 -1.628 -0.249  -0.22
O: -0.487 -0.437 -0.121  -0.07
H: -1.106 -2.423 0.495  0.10
H: -0.381 -2.325 -1.159  0.10


Density functional theory data (the ωB97M-V functional and the def2-TZVPD basis) for C4H3N3O in the gas phase.

Values from the calculation:
orbital gap = 9.712 eV
energy = -10710.29919 eV
energy relative to the best compared isomer or geometry (same formula, charge and spin) = 3.352 eV
largest force on an atom = 0.1677 hartree/bohr
HOMO = -0.347 Ha

Last column: Löwdin charge in e.
Geometry (Å):
C: -2.226 -0.249 0.140  -0.07
N: -1.321 -1.378 -0.118  0.13
C: -0.101 -0.788 -0.074  -0.47
O: 1.058 -1.358 -0.125  0.10
C: 1.888 -0.221 0.205  0.01
C: 1.133 0.942 -0.151  0.00
N: -0.181 0.548 -0.272  -0.09
N: -1.414 0.881 -0.018  0.03
H: -3.265 0.006 0.119  0.09
H: 2.950 -0.445 0.171  0.11
H: 1.479 2.062 0.122  0.17